19
Properties=species:S:1:pos:R:3:nbo_charge:R:1 method="wB97M-V/def2-TZVPD" homo_energy_ev=-2.42 total_charge=-1 homo_lumo_gap_ev=6.34 multiplicity=1 e_lumo_ev=3.923 smiles=CC[C@H](C)NC[O-]
C -1.7781 -0.7074 -1.2248 -0.6145
C -0.3501 -0.6050 -0.7700 -0.4543
C -0.0291 0.3821 0.4355 -0.0389
C -0.7535 1.7360 0.1830 -0.6196
N 1.4096 0.5412 0.7163 -0.7085
C 2.1466 -0.7649 1.2130 0.1420
O 2.1692 -1.6993 0.2828 -0.9486
H -1.7911 -1.3269 -2.0808 0.1998
H -2.4074 0.2879 -1.4425 0.1886
H -2.2074 -1.3835 -0.3178 0.1899
H 0.4162 -0.3064 -1.6397 0.1655
H 0.1164 -1.5133 -0.4304 0.2749
H -0.4976 -0.1638 1.2721 0.1679
H -1.7708 1.6360 -0.0627 0.1884
H -0.6638 2.3609 1.1174 0.1988
H -0.2043 2.3537 -0.5669 0.1916
H 1.7086 0.7556 -0.3292 0.3217
H 3.0609 -0.2988 1.6660 0.0834
H 1.4256 -1.2842 1.9787 0.0719

19
Properties=species:S:1:pos:R:3:nbo_charge:R:1 method="wB97M-V/def2-TZVPD" homo_energy_ev="2.05 / 2.51" total_charge=-2 homo_lumo_gap_ev="5.12 / 4.65" multiplicity=2 e_lumo_ev="7.170 / 7.163"
C -0.3253 -0.8955 -0.8581 -0.3897
N -2.0920 -1.8553 -0.7688 -0.8806
C -0.9930 -1.8670 0.1459 -0.2950
O 2.6119 0.9008 -0.9779 -1.3460
C -0.7520 0.5991 -0.7208 -0.4144
C -0.5476 1.1408 0.6876 -0.3852
C 0.8442 0.8210 1.3195 -0.6774
H -0.2825 -1.1971 -1.8933 0.2019
H 0.7770 -0.8297 -0.5872 0.2062
H 2.6070 0.4452 -1.8254 0.3952
H -1.1310 -1.4818 1.1865 0.1132
H -0.4697 -2.8562 0.1924 0.0824
H -0.1383 1.1681 -1.4192 0.2067
H -1.8197 0.6192 -0.9678 0.2021
H -1.3010 0.8018 1.4077 0.1709
H -0.5963 2.2515 0.6697 0.1613
H 1.6594 0.8113 0.5340 0.3251
H 1.0955 1.5876 2.0761 0.1488
H 0.8532 -0.1637 1.7991 0.1746

19
Properties=species:S:1:pos:R:3:nbo_charge:R:1 method="wB97M-V/def2-TZVPD" homo_energy_ev="4.17 / 0.31" total_charge=-2 homo_lumo_gap_ev="2.69 / 6.47" multiplicity=2 e_lumo_ev="6.867 / 6.781"
C 0.2366 -1.5193 -2.3654 -1.2671
C -0.0125 -1.2590 -0.8907 -0.3439
N 0.4995 0.2094 -0.5350 -0.7016
C -1.0470 0.0292 1.5851 -0.6765
C 0.3345 0.4249 0.9164 -0.0684
C 0.5051 2.0746 1.2295 0.0343
O -0.1020 2.6170 0.2108 -0.9478
H 1.3226 -1.4194 -2.6023 0.1731
H -0.3203 -0.8505 -3.1296 0.1610
H -0.0310 -2.4629 -2.6212 0.1339
H 0.4626 -2.0139 -0.2831 0.1699
H -1.1127 -1.4241 -0.7351 0.1477
H 0.2344 0.9589 -1.1864 0.4019
H -0.7987 0.3719 2.6585 0.1815
H -1.8717 0.7122 1.1153 0.2172
H -1.1722 -1.0497 1.4718 0.1883
H 1.1259 -0.0447 1.5367 0.1281
H 0.0828 2.3311 2.1963 0.0599
H 1.6641 2.3143 1.4283 0.0087

19
Properties=species:S:1:pos:R:3:nbo_charge:R:1 method="wB97M-V/def2-TZVPD" homo_energy_ev=-13.82 total_charge=+1 homo_lumo_gap_ev=8.79 multiplicity=1 e_lumo_ev=-5.025
C -2.1094 1.3500 1.3067 -0.5939
C -1.9720 0.7628 -0.1633 -0.4758
C -0.6772 0.1319 -0.3331 -0.0560
C 0.4217 0.6076 -0.9499 -0.1201
N 1.5344 -0.3264 -0.9121 -0.3834
C 2.7191 0.0733 -1.1347 0.0529
H -1.3143 0.9504 1.9598 0.2076
H -2.1831 2.4336 1.3085 0.2356
H -3.0001 0.8360 1.6738 0.2294
H -2.8390 0.0996 -0.3109 0.2489
H -2.1721 1.5732 -0.8744 0.2272
H -0.6047 -0.7266 0.3375 0.2377
H 0.7264 1.6123 -1.2491 0.2426
H 1.3414 -1.3348 -0.8838 0.4732
H 3.5952 -0.5186 -0.8417 0.2242
H 3.0828 1.1007 -1.0525 0.2260
H 1.0080 -3.4975 0.2859 0.4926
H 1.6162 -2.5127 1.1945 0.4826
O 0.8266 -2.6150 0.6388 -0.9514

19
Properties=species:S:1:pos:R:3:nbo_charge:R:1 method="wB97M-V/def2-TZVPD" homo_energy_ev=-13.63 total_charge=+1 homo_lumo_gap_ev=9.68 multiplicity=1 e_lumo_ev=-3.954
N -1.6573 0.7228 1.1056 -0.7249
C -1.9265 -0.3938 0.1281 -0.0893
C -0.9081 -0.8089 -0.6155 -0.1071
C -0.0091 -0.0643 -1.5622 -0.4678
C 1.1866 0.5461 -0.7868 -0.4269
C 1.8030 -0.3985 0.2957 -0.0830
O 0.9943 -0.3006 1.5176 -0.7606
H -0.7011 0.5616 1.5012 0.4764
H -1.7287 1.6616 0.6993 0.4357
H -2.2619 0.7083 1.9264 0.4445
H -2.8698 -0.8751 0.3740 0.2341
H -0.7065 -1.8763 -0.6822 0.2420
H 0.3042 -0.7294 -2.3746 0.2462
H -0.6349 0.6114 -2.1524 0.2456
H 1.9545 0.6183 -1.5608 0.2399
H 0.9380 1.4989 -0.3060 0.2029
H 1.7132 -1.4484 -0.0404 0.1883
H 2.8741 -0.1960 0.4579 0.2095
H 1.6359 0.1624 2.0750 0.4945

19
Properties=species:S:1:pos:R:3:nbo_charge:R:1 method="wB97M-V/def2-TZVPD" homo_energy_ev="-12.72 / -12.72" total_charge=+1 homo_lumo_gap_ev="6.61 / 6.61" multiplicity=1 e_lumo_ev="-6.115 / -6.115"
C 1.2041 1.4123 -0.2844 -0.1586
C -0.0415 1.0786 -0.6722 -0.3622
C -2.5583 0.5574 -0.3429 -0.7469
C 1.6618 -1.8509 0.3126 -0.3960
C -1.1939 0.9152 0.2257 0.6780
N 0.2737 -1.9311 0.5534 -0.8519
O -1.0315 0.9865 1.5472 -0.5714
H 2.0391 1.7402 -0.8969 0.2562
H 1.4150 1.4900 0.7944 0.1752
H -0.2099 1.0758 -1.7545 0.2614
H -2.5238 0.4308 -1.5333 0.2807
H -2.9745 -0.4408 0.1635 0.3133
H -3.3508 1.2806 -0.0779 0.2976
H 1.9255 -0.8442 0.3981 0.1662
H 2.1546 -2.4432 1.0242 0.1907
H 1.9074 -2.2424 -0.6817 0.2059
H -0.1477 -2.9164 0.4262 0.3918
H 0.0388 -1.4890 1.4185 0.3499
H -0.1355 1.1632 1.8691 0.5200

19
Properties=species:S:1:pos:R:3:nbo_charge:R:1 method="wB97M-V/def2-TZVPD" homo_energy_ev=-14.27 total_charge=+1 homo_lumo_gap_ev=9.19 multiplicity=1 e_lumo_ev=-5.082
C 2.9909 -0.5015 0.9197 -0.5922
C 1.5528 0.0421 1.0827 -0.4578
C 0.6722 -0.3987 -0.0525 -0.0662
C -0.6338 -0.1718 -0.1295 -0.1082
N -1.3759 -1.1005 -1.0120 -0.3922
C -2.6236 -1.2618 -0.8727 0.1029
H 3.5062 -0.3940 1.8628 0.2335
H 3.5370 -0.0545 0.0948 0.2185
H 2.8586 -1.5576 0.6632 0.1990
H 1.5959 1.1314 1.1626 0.2358
H 1.1758 -0.3677 2.0170 0.2435
H 1.0985 -1.1808 -0.6725 0.2127
H -1.3376 0.6488 -0.0354 0.2670
H -0.9815 -1.4318 -1.8912 0.4395
H -3.1340 -1.2097 0.0836 0.2289
H -3.2878 -1.7863 -1.5467 0.2299
H -2.3674 3.6316 -1.0101 0.4941
H -1.2475 3.1188 -0.0668 0.4776
O -1.9989 2.8441 -0.5970 -0.9662

19
Properties=species:S:1:pos:R:3:nbo_charge:R:1 method="wB97M-V/def2-TZVPD" homo_energy_ev=-14.47 total_charge=+1 homo_lumo_gap_ev=9.35 multiplicity=1 e_lumo_ev=-5.127 smiles="C=[NH+]CCCCO"
C 0.9051 1.7924 -1.5312 0.1160
N 1.1457 0.6594 -1.0235 -0.3958
C 1.1708 0.6218 0.4748 -0.2517
C -0.2377 0.5437 1.0784 -0.4450
C -1.0618 -0.8070 1.0724 -0.4296
C -1.3137 -1.3737 -0.3838 -0.0760
O -0.0918 -1.9077 -0.9334 -0.7359
H 0.6883 1.8797 -2.6184 0.2317
H 1.1232 2.7895 -1.1074 0.2403
H 1.0425 -0.2442 -1.4939 0.4779
H 1.8151 1.4471 0.7689 0.2422
H 1.6067 -0.3292 0.8667 0.2336
H -0.9262 1.4120 0.9271 0.2306
H -0.0447 0.5945 2.1765 0.2511
H -0.5703 -1.5591 1.6802 0.2132
H -2.0113 -0.6491 1.5935 0.2498
H -1.7393 -0.6495 -1.0708 0.1807
H -2.0379 -2.1755 -0.2579 0.1980
H 0.5371 -2.0451 -0.2181 0.4688

For each record above, in turn, the calculated max |F| values are 0.08206 0.09610 0.07811 0.06802 0.03750 0.06860 0.04925 0.06448 hartree/bohr.